{"formula": "C25H23CuF6NP2Sb", "method": "ωB97M-V/def2-TZVPD", "symbols": ["Cu", "C", "N", "P", "C", "C", "C", "C", "C", "C", "C", "C", "C", "C", "C", "C", "P", "C", "C", "C", "C", "C", "C", "C", "C", "C", "C", "C", "C", "H", "H", "H", "H", "H", "H", "H", "H", "H", "H", "H", "H", "H", "H", "H", "H", "H", "H", "H", "H", "H", "H", "H", "F", "Sb", "F", "F", "F", "F", "F"], "coordinates": [[1.2352, 0.8849, 0.3997], [1.7805, -2.4416, 2.5925], [1.4674, -1.2957, 1.7343], [0.3553, -0.1110, 2.2264], [0.8360, 0.2271, 3.9450], [0.2668, -0.4747, 5.0069], [0.7305, -0.2475, 6.2897], [1.7359, 0.6786, 6.5217], [2.2915, 1.3819, 5.4642], [1.8442, 1.1610, 4.1750], [-1.2715, -0.9085, 2.2867], [-2.3074, -0.1984, 2.9008], [-3.5674, -0.7624, 2.9908], [-3.8022, -2.0211, 2.4532], [-2.7842, -2.7078, 1.8056], [-1.5210, -2.1499, 1.7037], [2.0145, -1.1518, 0.1283], [3.7947, -1.4200, 0.2347], [4.4717, -2.0670, -0.7990], [5.8423, -2.2260, -0.7156], [6.5406, -1.6987, 0.3604], [5.8723, -1.0014, 1.3580], [4.5010, -0.8489, 1.2950], [1.2527, -2.5409, -0.7570], [1.7411, -3.8399, -0.6357], [1.0517, -4.8813, -1.2309], [-0.1096, -4.6354, -1.9489], [-0.5907, -3.3403, -2.0768], [0.0888, -2.2924, -1.4817], [2.4157, -2.1309, 3.4249], [2.3128, -3.1957, 2.0150], [0.8711, -2.8903, 2.9957], [-0.5245, -1.1900, 4.8350], [0.2991, -0.7975, 7.1123], [2.0787, 0.8568, 7.5290], [3.0646, 2.1137, 5.6437], [2.2605, 1.7299, 3.3566], [-2.1078, 0.7813, 3.3150], [-4.3689, -0.2201, 3.4682], [-4.7875, -2.4580, 2.5099], [-2.9736, -3.6765, 1.3676], [-0.7361, -2.6862, 1.1862], [3.9261, -2.4524, -1.6488], [6.3653, -2.7504, -1.4989], [7.6120, -1.8034, 0.4033], [6.4261, -0.5654, 2.1744], [3.9717, -0.2953, 2.0608], [2.6552, -4.0330, -0.0939], [1.4287, -5.8877, -1.1326], [-0.6331, -5.4545, -2.4167], [-1.4900, -3.1487, -2.6411], [-0.2694, -1.2755, -1.5764], [-0.0996, 2.1938, -0.4207], [1.4306, 3.4614, -0.3568], [3.0162, 4.4342, -0.3675], [0.8400, 4.2206, -1.9421], [0.4171, 4.3597, 0.9436], [2.2728, 1.8956, -1.2229], [2.1886, 2.5555, 1.2553]], "s_squared": 0.7572, "charge": 1, "spin_multiplicity": 2, "homo_energy_ev": [-12.07, -12.43]}

=====

{"formula": "C29H46O6", "method": "ωB97M-V/def2-TZVPD", "symbols": ["C", "C", "O", "C", "C", "C", "C", "C", "O", "C", "C", "C", "C", "C", "C", "C", "C", "C", "C", "C", "O", "C", "C", "C", "O", "H", "H", "H", "H", "H", "H", "H", "H", "H", "H", "H", "H", "H", "H", "H", "H", "H", "H", "H", "H", "H", "H", "H", "H", "H", "H", "C", "C", "O", "C", "C", "H", "H", "H", "H", "H", "H", "H", "H", "H", "H", "C", "C", "O", "C", "C", "H", "H", "H", "H", "H", "H", "H", "H", "H", "H"], "coordinates": [[1.3648, 1.8070, -6.0332], [0.5656, 1.5098, -4.7591], [-0.7865, 1.1917, -5.0157], [-0.9956, -0.1593, -5.4048], [-1.4021, -0.9972, -4.1959], [-2.4984, -0.4235, -3.3346], [-2.6755, -0.7916, -2.0512], [-1.8235, -1.8336, -1.3780], [-1.6374, -1.5302, 0.0011], [-0.4089, -1.8727, 0.5240], [-0.0383, -3.2096, 0.5617], [1.1833, -3.5957, 1.1174], [1.5770, -5.0450, 1.1652], [2.0114, -2.6058, 1.6306], [1.6280, -1.2663, 1.6007], [0.4105, -0.8622, 1.0565], [-0.0488, 0.5766, 1.0367], [-1.2403, 0.7802, 1.9953], [1.0667, 1.5466, 1.4003], [-3.8088, -0.2305, -1.2569], [-4.2513, -0.8013, -0.2894], [-4.4209, 1.0172, -1.7558], [-4.2668, 1.3653, -3.0292], [-3.4834, 0.5203, -3.9453], [-3.6943, 0.5483, -5.1351], [2.1207, 1.0502, -6.2260], [1.8704, 2.7657, -5.9564], [0.6884, 1.8497, -6.8822], [0.5502, 2.3822, -4.1107], [1.0462, 0.7060, -4.1933], [-1.7458, -0.1881, -6.1829], [-0.0610, -0.5675, -5.7945], [-1.7053, -1.9939, -4.5262], [-0.5081, -1.1360, -3.5915], [-0.8466, -1.8920, -1.8520], [-2.3002, -2.8123, -1.4847], [-0.7115, -3.9581, 0.1643], [0.9379, -5.5988, 1.8498], [1.4808, -5.5033, 0.1822], [2.6132, -5.1471, 1.4740], [2.9566, -2.8925, 2.0717], [2.2934, -0.5213, 2.0097], [-0.4058, 0.8049, 0.0323], [-1.8466, -0.1155, 2.0812], [-0.8730, 1.0356, 2.9884], [-1.8909, 1.5818, 1.6482], [1.9394, 1.4329, 0.7597], [0.7100, 2.5691, 1.3143], [1.3724, 1.3962, 2.4340], [-5.0456, 1.5685, -1.0690], [-4.7727, 2.2282, -3.4356], [5.9578, -2.2649, 6.1316], [4.8744, -2.1976, 5.0689], [4.5322, -3.4514, 4.5082], [4.0232, -4.4214, 5.4056], [2.7480, -4.0016, 6.1164], [6.8586, -2.7301, 5.7300], [6.2071, -1.2588, 6.4698], [5.6419, -2.8374, 7.0047], [5.2256, -1.6038, 4.2245], [3.9836, -1.6942, 5.4625], [4.7893, -4.7162, 6.1320], [3.8248, -5.2946, 4.7838], [2.9031, -3.1390, 6.7655], [2.3846, -4.8206, 6.7378], [1.9738, -3.7450, 5.3917], [-2.4443, 6.3458, 0.2209], [-3.2246, 5.0531, 0.0563], [-3.6178, 4.7770, -1.2761], [-2.5680, 4.6456, -2.2183], [-1.5846, 3.5395, -1.8857], [-3.0196, 7.1906, -0.1592], [-2.2315, 6.5167, 1.2766], [-1.4906, 6.3205, -0.3081], [-4.1594, 5.1142, 0.6137], [-2.6598, 4.2112, 0.4753], [-2.0447, 5.5987, -2.3568], [-3.0683, 4.4216, -3.1612], [-1.0465, 3.7281, -0.9585], [-0.8463, 3.4379, -2.6823], [-2.1147, 2.5930, -1.7798]], "smiles": "CCOCCC1=C(COc2cc(C)ccc2C(C)C)C(=O)C=CC1=O.CCOCC.CCOCC", "relative_energy_ev": 0.000, "charge": 0, "homo_energy_ev": -8.53}

=====

{"formula": "F2N2O2", "method": "ωB97M-V/def2-TZVPD", "symbols": ["N", "N", "O", "O", "F", "F"], "coordinates": [[-0.4377, 0.5565, 0.5159], [-0.0244, -0.9192, -0.3797], [0.5059, 0.7159, 1.2130], [-1.4606, 1.0405, 0.3134], [0.2718, -0.2251, -1.7871], [1.1451, -1.1685, 0.1245]], "smiles": "O=[N+]([O-])N(F)F", "relative_energy_ev": 0.578, "charge": 0, "homo_energy_ev": -11.40}

=====

{"formula": "C3H6N2O2", "method": "ωB97M-V/def2-TZVPD", "symbols": ["O", "C", "C", "N", "C", "N", "O", "H", "H", "H", "H", "H", "H"], "coordinates": [[2.0436, 2.0910, 0.3977], [1.8813, 1.1336, -0.3001], [0.8465, 0.0256, -0.1596], [-0.3155, 0.4425, 0.6284], [-1.3384, -0.5065, 0.7159], [-1.9339, -0.7988, -0.5138], [-1.4380, -1.2912, 1.6382], [2.5018, 1.1446, -1.2438], [0.4912, -0.3402, -1.1186], [1.4857, -0.7987, 0.2172], [0.0182, 0.6308, 1.5654], [-2.5802, -1.5548, -0.5818], [-1.6622, -0.1780, -1.2451]], "smiles": "NC(=O)NCC=O", "relative_energy_ev": 1.757, "charge": 0, "homo_energy_ev": -9.74}

=====

{"formula": "C11H17F2N2NiO13S2", "method": "ωB97M-V/def2-TZVPD", "symbols": ["Ni", "C", "C", "C", "O", "C", "C", "C", "O", "O", "O", "H", "H", "N", "S", "O", "O", "F", "S", "O", "O", "F", "O", "H", "O", "H", "C", "N", "O", "O", "H", "H", "H", "C", "C", "O", "C", "C", "H", "H", "H", "H", "H", "H", "H", "H", "H", "H"], "coordinates": [[-0.1714, 0.0319, 0.3826], [-1.6150, -3.9592, -3.1456], [-1.2543, -3.1778, -1.9876], [-0.1397, -2.0709, -2.1630], [0.1682, -1.3218, -1.2121], [0.4918, -1.9757, -3.4452], [0.1170, -2.7201, -4.5473], [-0.9736, -3.7719, -4.3570], [-1.3426, -4.4852, -5.3604], [0.7114, -2.5512, -5.6524], [-1.6987, -3.3433, -0.8610], [-2.3576, -4.7383, -3.0620], [1.1982, -1.1561, -3.5349], [-0.1277, 1.6515, -0.7715], [0.7559, 3.0839, -0.6343], [0.0483, 4.2298, -0.0821], [1.7139, 3.3241, -1.6751], [1.6145, 2.6134, 0.6262], [-1.1677, 2.1992, -1.8620], [-0.6356, 2.8084, -3.0501], [-2.3409, 2.8075, -1.2911], [-1.6648, 0.8052, -2.4030], [0.0750, -1.5323, 1.6276], [0.8677, -2.0135, 1.8657], [-2.1249, -0.3348, 0.5714], [-2.9242, 0.0370, 0.2046], [2.9313, -2.1731, -0.4135], [3.0049, -0.7103, -0.2549], [4.0510, -0.1791, -0.6151], [2.0641, -0.1560, 0.2319], [2.1342, -2.3486, -1.1415], [2.6115, -2.6989, 0.4855], [3.8962, -2.5834, -0.6875], [-1.3530, 3.3715, 2.8397], [-1.5494, 1.9265, 2.4133], [-0.3130, 1.3022, 2.0911], [0.6705, 1.1419, 3.0920], [0.1469, 0.5084, 4.3582], [-0.7487, 3.8865, 2.0926], [-2.3260, 3.8708, 2.8245], [-0.9051, 3.4599, 3.8341], [-2.0520, 1.2801, 3.1338], [-2.1381, 1.9408, 1.5000], [1.4629, 0.5686, 2.6194], [1.0877, 2.1335, 3.3244], [-0.3789, -0.4287, 4.1716], [-0.5136, 1.1829, 4.9101], [0.9936, 0.2648, 5.0099]], "s_squared": 2.0052, "charge": -3, "spin_multiplicity": 3, "homo_energy_ev": [1.89, 1.89]}

=====

{"formula": "C27H42NO2", "method": "ωB97M-V/def2-TZVPD", "symbols": ["C", "H", "H", "H", "C", "C", "H", "H", "H", "C", "H", "H", "H", "C", "H", "H", "C", "C", "C", "C", "C", "C", "C", "H", "H", "O", "C", "C", "H", "H", "O", "C", "C", "H", "H", "N", "C", "H", "H", "H", "C", "H", "H", "H", "C", "C", "C", "C", "C", "C", "C", "H", "H", "H", "H", "H", "H", "H", "H", "H", "H", "H", "H", "H", "C", "H", "H", "H", "C", "H", "H", "H"], "coordinates": [[-3.4518, -2.4204, -0.0097], [-4.4725, -2.6101, 0.3123], [-3.1898, -3.1687, -0.7541], [-2.7922, -2.5453, 0.8472], [-3.3275, -1.0067, -0.5994], [-1.8643, -0.7790, -0.9852], [-1.5573, -1.5327, -1.7088], [-1.7228, 0.2019, -1.4301], [-1.2238, -0.8565, -0.1082], [-4.1970, -0.9563, -1.8589], [-4.0459, -0.0413, -2.4204], [-5.2500, -1.0336, -1.6017], [-3.9497, -1.7902, -2.5132], [-3.8181, -0.0359, 0.4989], [-3.3964, -0.3875, 1.4421], [-4.8994, -0.1697, 0.5778], [-3.5680, 1.4902, 0.4245], [-2.0939, 1.8451, 0.5060], [-1.4990, 2.7776, -0.3328], [-0.1543, 3.1052, -0.2357], [0.6355, 2.4941, 0.7229], [0.0473, 1.5919, 1.6067], [-1.2916, 1.2875, 1.5018], [-1.7124, 0.5978, 2.2164], [0.6551, 1.1572, 2.3853], [1.9954, 2.6636, 0.8669], [2.6803, 3.5577, 0.0190], [4.1795, 3.3204, 0.2510], [4.7625, 3.9049, -0.4699], [4.4407, 3.6259, 1.2650], [4.5256, 1.9513, 0.2043], [4.5056, 1.3433, -1.0659], [4.4727, -0.1782, -0.9015], [5.3007, -0.4572, -0.2471], [4.6335, -0.6228, -1.8859], [3.2242, -0.7594, -0.3257], [2.0318, -0.2850, -1.0472], [2.1634, -0.4108, -2.1205], [1.1597, -0.8528, -0.7270], [1.8438, 0.7596, -0.8184], [3.0933, -0.3970, 1.0974], [2.1856, -0.8405, 1.5007], [3.9533, -0.7605, 1.6549], [3.0456, 0.6863, 1.2020], [3.3291, -2.2566, -0.4604], [2.1503, -3.0119, 0.0971], [1.0794, -3.3482, -0.7262], [-0.0016, -4.0480, -0.2204], [-0.0249, -4.4221, 1.1125], [1.0465, -4.1125, 1.9335], [2.1305, -3.4156, 1.4287], [2.9710, -3.2028, 2.0727], [1.0444, -4.4207, 2.9672], [-0.8684, -4.9672, 1.5057], [-0.8221, -4.3074, -0.8698], [1.0969, -3.0818, -1.7732], [4.2414, -2.5675, 0.0530], [3.4322, -2.4851, -1.5236], [5.4290, 1.5886, -1.6139], [3.6629, 1.6931, -1.6717], [2.4377, 4.5995, 0.2573], [2.4155, 3.3758, -1.0326], [0.2492, 3.8486, -0.9057], [-2.0761, 3.2797, -1.0910], [-4.2515, 2.1084, -0.7973], [-4.3145, 3.1891, -0.6906], [-3.7218, 1.8834, -1.7180], [-5.2646, 1.7246, -0.8818], [-4.2320, 2.1056, 1.6730], [-3.8476, 1.6607, 2.5870], [-5.3077, 1.9511, 1.6420], [-4.0402, 3.1757, 1.7107]], "smiles": "CC(C)(C)CC(C)(C)c1ccc(OCCOCC[N+](C)(C)Cc2ccccc2)cc1", "relative_energy_ev": 0.000, "charge": 1, "homo_energy_ev": -10.89}